Record 1
Molecular formula: BH7NO2P2S
Method: DFT, ωB97M-V/def2-TZVPD

The calculation puts the gap between HOMO and LUMO at 7.5408 eV. As for the spin multiplicity: 1. For the relative energy (zero: lowest compared OMol25 entry of this formula, charge and spin), the calculation gives 4.62 kJ/mol. Its total charge is -1. The value obtained for the HOMO energy is -4.182 eV. The value obtained for the maximum force is 0.0101 Eh/bohr.

```
14
Properties=species:S:1:pos:R:3:forces:R:3
N -0.713714 -2.859930 1.109989 -0.2 0.2 -0.2
P -0.081039 -1.800347 0.092899 0.0 -0.2 0.5
B 0.289335 -0.033578 0.778125 0.0 0.0 0.1
P 0.359564 1.302713 -0.581487 0.2 -0.1 -0.1
O 0.378425 2.746455 0.209571 0.2 -0.1 0.2
O -1.111414 1.452243 -1.261343 -0.2 0.1 0.1
S 1.765325 1.225903 -1.939734 -0.1 0.0 0.0
H -1.537851 -3.300705 0.710829 0.2 -0.1 0.1
H 1.152790 -2.246988 -0.433752 0.1 0.0 -0.3
H -0.815884 -1.672978 -1.105432 0.0 0.1 -0.2
H -0.575007 0.259807 1.568438 0.0 0.1 -0.1
H 1.393186 -0.026137 1.274435 0.0 0.0 0.0
H 0.742465 2.578686 1.088273 -0.1 0.1 0.0
H -1.246181 2.374855 -1.510811 0.0 -0.1 -0.1
```
Positions in Å, forces in eV/Å.

Record 2
Molecular formula: C8H7FN2
Method: DFT, ωB97M-V/def2-TZVPD

The calculation puts the gap between HOMO and LUMO at 8.5801 eV. As for the spin multiplicity: 1. For the relative energy (zero: lowest compared OMol25 entry of this formula, charge and spin), the calculation gives 685.20 kJ/mol. The value obtained for the HOMO energy is -8.247 eV. The value obtained for the maximum force is 0.0788 Eh/bohr.

```
18
Properties=species:S:1:pos:R:3:forces:R:3
F -3.373010 0.620004 0.171318 -1.4 -1.4 1.1
N -2.322224 0.810363 -0.635896 3.1 0.3 -2.0
C -1.429908 -0.122459 -0.711389 0.6 -0.1 2.4
C -0.057862 0.337897 -1.236840 -0.6 0.8 -1.2
C 0.785486 1.200151 -0.659925 2.4 1.7 -0.8
C 0.910717 2.163309 0.515932 1.7 -1.2 -0.7
C 0.812107 1.873150 1.816169 -3.1 -2.1 -1.6
C -0.031024 0.735019 2.023235 1.7 0.3 0.6
C -0.624256 -0.292112 1.933266 0.5 1.7 1.0
N -1.531065 -1.177876 1.635853 -1.8 -2.6 -1.7
C -1.389097 -1.487715 0.199683 -1.9 0.2 -1.8
H 0.302141 0.240225 -2.292730 -1.0 -1.1 1.0
H 1.761121 1.376351 -1.360285 -2.4 -0.3 1.7
H 1.580214 2.952222 0.254386 0.0 0.9 -0.3
H 0.881548 2.432411 2.677777 1.2 1.9 1.3
H -2.462479 -0.800633 1.731382 -0.2 0.0 0.6
H -2.280929 -2.140676 -0.148176 1.6 0.9 0.7
H -0.424862 -1.996920 0.044238 -0.5 0.2 -0.2
```
Positions in Å, forces in eV/Å.

Record 3
Molecular formula: C12H13N2P
Method: DFT, ωB97M-V/def2-TZVPD

The calculation puts the gap between HOMO and LUMO (spin up / spin down) at 3.5921 / 4.9268 eV. As for the spin multiplicity: 3. For the relative energy (zero: lowest compared OMol25 entry of this formula, charge and spin), the calculation gives 35.18 kJ/mol. As for the expectation value of S²: 2.0162. The value obtained for the HOMO energy (spin up / spin down) is -3.359 / -8.760 eV. The value obtained for the maximum force is 0.0929 Eh/bohr.

```
28
Properties=species:S:1:pos:R:3:forces:R:3
C 1.611287 -1.121708 2.760887 -0.3 1.0 -0.6
C 1.451159 0.530211 -2.749647 1.1 -1.8 -0.9
C 1.213385 -2.395360 2.682678 -1.0 -4.7 0.4
C 0.873792 1.640055 -3.365697 -0.9 1.4 -0.5
C 0.933307 -0.216776 1.996722 -1.0 -1.1 -1.7
C 0.803962 0.031458 -1.623229 2.7 -1.4 -0.2
C 0.179084 -2.807920 1.840845 0.5 0.8 0.2
C -0.303478 2.184251 -2.849329 2.1 0.2 0.7
C -0.041409 -0.638879 1.042777 0.0 2.0 1.9
C -0.210282 0.732254 -1.100558 -2.9 -1.6 3.2
C -1.412686 1.570725 1.037868 0.6 -0.2 1.7
C -0.958831 0.282912 0.241505 2.5 2.1 -0.1
N -0.436664 -1.878692 0.985651 0.0 -3.3 0.9
N -0.769807 1.767749 -1.641702 -2.2 2.3 -2.1
P -2.447105 -0.805073 -0.110599 1.0 -0.1 -1.2
H 2.384623 -0.850779 3.406698 1.0 0.6 0.9
H 2.246354 -0.137970 -3.206831 -0.8 1.4 0.5
H 1.674940 -3.178590 3.353835 -0.6 0.9 -0.9
H 1.311726 2.230179 -4.174211 0.1 -0.7 -0.1
H 1.249099 0.741011 2.157090 0.2 2.8 -0.3
H 1.307604 -0.780596 -1.097663 -0.6 -0.1 0.0
H -0.133089 -3.871508 1.940937 -0.1 1.1 -0.7
H -0.635064 3.139910 -3.267881 -0.4 -0.5 0.2
H -2.314696 1.343652 1.652121 0.6 0.1 -0.2
H -1.634796 2.450102 0.442795 -0.1 -0.4 -0.6
H -0.598961 1.956421 1.766804 -1.2 -1.0 -1.2
H -2.112871 -1.781638 -1.047887 0.2 -0.3 0.2
H -3.230582 -0.135400 -1.073978 -0.4 0.6 0.5
```
Positions in Å, forces in eV/Å.